DFT (the ωB97M-V functional and the def2-TZVPD basis) results for the ion C5H12N3S with charge +1.

Computed properties:
LUMO (eV): -4.065
SMILES string: CC[C@@]1(S)N=NC[N@H+]1C
E_HOMO (eV): -13.908
Total charge: +1
F_max (hartree/bohr): 0.0914

Atoms and positions in Å:
C: -0.324 2.128 -1.737
C: 0.176 0.803 -1.093
C: 0.007 0.623 0.429
S: 1.482 1.597 1.190
N: -1.165 1.039 1.079
N: -1.777 0.193 1.695
C: -1.042 -0.997 1.952
N: 0.209 -0.772 1.121
C: 0.383 -1.967 0.210
H: -1.316 2.285 -1.390
H: -0.112 2.171 -2.749
H: 0.373 2.829 -1.388
H: 1.161 0.648 -1.244
H: -0.458 0.137 -1.605
H: 0.685 2.731 1.598
H: -0.676 -0.995 2.918
H: -1.650 -1.837 1.571
H: 1.059 -0.902 1.629
H: -0.652 -2.189 -0.278
H: 1.097 -1.711 -0.531
H: 0.934 -2.726 0.610

Partial atomic charges computed with the natural (NBO) method, in multiples of e: number 1, C, carries -0.5809; number 2, C, carries -0.4330; number 3, C, carries 0.1972; number 4, S, carries -0.0563; number 5, N, carries -0.1249; number 6, N, carries -0.0559; number 7, C, carries -0.1176; number 8, N, carries -0.4075; number 9, C, carries -0.4240; number 10, H, carries 0.2294; number 11, H, carries 0.2410; number 12, H, carries 0.2173; number 13, H, carries 0.2231; number 14, H, carries 0.2221; number 15, H, carries 0.2093; number 16, H, carries 0.2451; number 17, H, carries 0.2511; number 18, H, carries 0.4531; number 19, H, carries 0.2369; number 20, H, carries 0.2330; number 21, H, carries 0.2414

---

DFT (the ωB97M-V functional and the def2-TZVPD basis) results for a structure of composition C18H25F3N4O6RhS2SbSe4Si.

Computed properties:
LUMO (alpha / beta) (eV): 3.819 / 3.461
Spin multiplicity: 5
E_HOMO (alpha / beta) (eV): -2.085 / -2.172
Total charge: -2
Expectation value of S²: 6.030
F_max (hartree/bohr): 0.0080

Atoms and positions in Å:
Rh: 0.884 -0.757 -1.506
Se: 2.116 5.279 -2.287
Sb: 3.748 3.554 -1.468
Se: 2.976 0.223 -2.747
Se: 2.430 1.414 -0.773
Se: 3.429 4.980 0.537
C: 4.090 -4.430 2.209
Si: 2.237 -4.669 2.311
C: 1.837 -5.295 4.049
C: 1.671 -6.008 1.132
C: 1.335 -3.045 2.092
C: 0.653 -2.435 3.128
C: 0.024 -1.199 2.959
C: 0.081 -0.625 1.709
N: 0.701 -1.196 0.680
C: 1.360 -2.368 0.837
S: 2.182 -2.916 -0.565
H: 4.625 -5.368 2.383
H: 4.425 -3.699 2.949
H: 4.350 -4.052 1.220
H: 2.310 -6.270 4.197
H: 0.760 -5.424 4.189
H: 2.204 -4.626 4.831
H: 2.032 -6.985 1.470
H: 2.042 -5.813 0.127
H: 0.580 -6.048 1.080
H: 0.610 -2.917 4.101
H: -0.497 -0.705 3.768
H: -0.394 0.331 1.507
C: 0.053 3.540 2.138
C: -0.155 3.738 0.646
S: -1.543 4.789 0.326
O: -2.760 4.144 0.780
O: -1.253 6.119 0.807
C: -1.592 4.859 -1.461
C: -2.542 3.856 -2.104
N: -2.216 2.461 -1.816
C: -1.074 1.833 -2.203
N: -0.948 0.665 -1.596
C: -2.030 0.511 -0.786
C: -2.817 1.614 -0.900
N: -4.126 1.777 -0.356
O: -4.904 2.536 -0.917
O: -4.410 1.088 0.605
C: -0.108 2.388 -3.176
H: 0.928 2.907 2.283
H: -0.814 3.067 2.601
H: 0.245 4.496 2.625
H: -0.345 2.793 0.131
H: 0.708 4.227 0.181
H: -0.555 4.781 -1.803
H: -1.935 5.870 -1.687
H: -2.520 3.992 -3.186
H: -3.556 4.023 -1.761
H: -2.203 -0.394 -0.228
H: -0.624 2.879 -4.003
H: 0.512 1.574 -3.552
H: 0.561 3.115 -2.704
F: -3.451 -2.370 -3.070
C: -2.293 -2.878 -3.544
F: -2.301 -4.194 -3.258
F: -2.348 -2.773 -4.879
C: -1.070 -2.158 -2.912
O: -0.300 -1.563 -3.675
O: -1.014 -2.246 -1.668

Partial atomic charges computed with the natural (NBO) method, in multiples of e: number 1, Rh, carries 0.9624; number 2, Se, carries -0.6934; number 3, Sb, carries 0.7457; number 4, Se, carries -0.4564; number 5, Se, carries -0.3987; number 6, Se, carries -0.6153; number 7, C, carries -1.1202; number 8, Si, carries 1.6587; number 9, C, carries -1.1160; number 10, C, carries -1.1179; number 11, C, carries -0.5558; number 12, C, carries -0.1322; number 13, C, carries -0.3239; number 14, C, carries 0.0665; number 15, N, carries -0.5488; number 16, C, carries 0.1028; number 17, S, carries -0.3010; number 18, H, carries 0.2163; number 19, H, carries 0.2293; number 20, H, carries 0.2656; number 21, H, carries 0.2221; number 22, H, carries 0.2272; number 23, H, carries 0.2242; number 24, H, carries 0.2124; number 25, H, carries 0.2638; number 26, H, carries 0.2376; number 27, H, carries 0.1959; number 28, H, carries 0.2076; number 29, H, carries 0.1949; number 30, C, carries -0.6210; number 31, C, carries -0.6967; number 32, S, carries 2.1806; number 33, O, carries -0.9824; number 34, O, carries -0.9551; number 35, C, carries -0.7133; number 36, C, carries -0.2257; number 37, N, carries -0.3453; number 38, C, carries 0.4538; number 39, N, carries -0.5191; number 40, C, carries 0.0064; number 41, C, carries 0.1275; number 42, N, carries 0.5383; number 43, O, carries -0.4151; number 44, O, carries -0.3780; number 45, C, carries -0.7163; number 46, H, carries 0.2367; number 47, H, carries 0.2121; number 48, H, carries 0.2256; number 49, H, carries 0.2399; number 50, H, carries 0.2918; number 51, H, carries 0.2892; number 52, H, carries 0.2526; number 53, H, carries 0.2145; number 54, H, carries 0.2610; number 55, H, carries 0.2559; number 56, H, carries 0.2126; number 57, H, carries 0.2863; number 58, H, carries 0.2780; number 59, F, carries -0.3376; number 60, C, carries 0.8810; number 61, F, carries -0.3336; number 62, F, carries -0.3297; number 63, C, carries 0.6681; number 64, O, carries -0.6797; number 65, O, carries -0.7166

---

DFT (the ωB97M-V functional and the def2-TZVPD basis) results for the molecule C4H6O.

Computed properties:
LUMO (eV): 0.877
SMILES string: C1=CCOC1
E_HOMO (eV): -9.034
F_max (hartree/bohr): 0.0420

Atoms and positions in Å:
C: -0.056 -0.666 0.846
C: -0.449 -1.085 -0.377
C: -0.424 0.162 -1.230
O: 0.298 1.162 -0.490
C: 0.386 0.755 0.857
H: 0.043 -1.364 1.672
H: 0.506 -1.664 -0.196
H: -1.446 0.524 -1.429
H: 0.061 0.018 -2.198
H: -0.275 1.316 1.521
H: 1.422 0.870 1.211

Partial atomic charges computed with the natural (NBO) method, in multiples of e: number 1, C, carries -0.1054; number 2, C, carries -0.3747; number 3, C, carries -0.1233; number 4, O, carries -0.5272; number 5, C, carries -0.1373; number 6, H, carries 0.2151; number 7, H, carries 0.2869; number 8, H, carries 0.1837; number 9, H, carries 0.1943; number 10, H, carries 0.1898; number 11, H, carries 0.1980

---

DFT (the ωB97M-V functional and the def2-TZVPD basis) results for the ion C10H17N2 with charge +1.

Computed properties:
LUMO (eV): -6.713
E_HOMO (eV): -14.079
Total charge: +1
F_max (hartree/bohr): 0.0776

Atoms and positions in Å:
C: 0.339 -1.107 0.196
C: 0.283 1.206 -0.299
C: -0.482 -0.005 0.008
C: 2.347 0.171 0.049
C: 3.362 -0.192 -1.073
C: 3.202 0.332 1.282
C: -2.584 -1.232 0.735
C: -2.272 -0.107 -1.435
C: -2.545 1.259 0.609
C: -1.948 -0.060 0.067
N: 1.628 -1.017 0.258
N: 1.585 1.266 -0.255
H: -0.126 -2.126 0.190
H: -0.347 2.061 -0.672
H: 4.167 0.514 -1.022
H: 2.894 -0.132 -2.005
H: 3.738 -1.165 -0.987
H: 4.004 1.035 1.108
H: 3.635 -0.620 1.598
H: 2.727 0.695 2.244
H: -2.081 -2.214 0.674
H: -2.863 -1.162 1.784
H: -3.561 -1.543 0.132
H: -1.423 -0.505 -1.990
H: -3.127 -0.802 -1.638
H: -2.581 0.900 -1.844
H: -2.023 1.329 1.631
H: -2.343 2.061 -0.088
H: -3.604 1.160 0.744

Partial atomic charges computed with the natural (NBO) method, in multiples of e: number 1, C, carries -0.0457; number 2, C, carries 0.0107; number 3, C, carries 0.3265; number 4, C, carries 0.1218; number 5, C, carries -0.5239; number 6, C, carries -0.5791; number 7, C, carries -0.6289; number 8, C, carries -0.5857; number 9, C, carries -0.5774; number 10, C, carries -0.1783; number 11, N, carries -0.1642; number 12, N, carries -0.2142; number 13, H, carries 0.2304; number 14, H, carries 0.2313; number 15, H, carries 0.2415; number 16, H, carries 0.2262; number 17, H, carries 0.2478; number 18, H, carries 0.2440; number 19, H, carries 0.2555; number 20, H, carries 0.2436; number 21, H, carries 0.2279; number 22, H, carries 0.2471; number 23, H, carries 0.2419; number 24, H, carries 0.2204; number 25, H, carries 0.2588; number 26, H, carries 0.2417; number 27, H, carries 0.2190; number 28, H, carries 0.2140; number 29, H, carries 0.2471

---

DFT (the ωB97M-V functional and the def2-TZVPD basis) results for a cluster of 2 separate species, C4H8FN2O5 in total.

Computed properties:
LUMO (eV): 3.237
E_HOMO (eV): -4.899
Total charge: -1
F_max (hartree/bohr): 0.0091

Atoms and positions in Å:
N: -0.298 -1.814 -0.112
C: 1.124 -1.552 -0.096
C: 1.494 -0.152 0.367
O: 0.853 0.065 1.656
C: 0.705 1.334 2.006
O: 1.389 2.249 1.668
N: -0.440 1.560 2.877
F: -0.495 0.453 3.769
H: -0.786 -1.333 0.630
H: -0.724 -1.554 -1.002
H: 1.649 -2.288 0.528
H: 1.508 -1.639 -1.118
H: 1.118 0.604 -0.327
H: 2.575 -0.029 0.483
H: -1.268 1.394 2.299
C: -1.876 0.148 -2.852
O: -2.132 0.639 -3.960
O: -1.194 1.044 -1.958
O: -2.088 -0.968 -2.363
H: -1.114 1.840 -2.496

Partial atomic charges computed with the natural (NBO) method, in multiples of e: number 1, N, carries -0.8632; number 2, C, carries -0.2333; number 3, C, carries -0.0860; number 4, O, carries -0.5132; number 5, C, carries 0.8611; number 6, O, carries -0.5572; number 7, N, carries -0.2533; number 8, F, carries -0.2635; number 9, H, carries 0.3506; number 10, H, carries 0.4221; number 11, H, carries 0.1644; number 12, H, carries 0.2009; number 13, H, carries 0.2131; number 14, H, carries 0.1744; number 15, H, carries 0.3603; number 16, C, carries 0.9507; number 17, O, carries -0.7963; number 18, O, carries -0.8090; number 19, O, carries -0.7909; number 20, H, carries 0.4683

---

Quick rundown of E, same order as above: -759.7869, -12713.5270, -231.1196, -500.3781, -742.8282 Eh